{
  "formula": "C18H32Br10O6",
  "method": "ωB97M-V with the def2-TZVPD basis set",
  "symbols": ["C", "C", "C", "O", "C", "O", "O", "H", "H", "H", "H", "H", "H", "C", "C", "C", "O", "C", "O", "O", "H", "H", "H", "H", "H", "H", "Br", "C", "C", "Br", "H", "H", "H", "H", "Br", "C", "C", "Br", "H", "H", "H", "H", "Br", "C", "C", "Br", "H", "H", "H", "H", "Br", "C", "C", "Br", "H", "H", "H", "H", "Br", "C", "C", "Br", "H", "H", "H", "H"],
  "xyz": [[3.281, 6.202, -4.141], [1.867, 5.811, -3.601], [1.561, 6.500, -2.198], [0.320, 7.025, -2.374], [0.082, 7.188, -3.716], [-0.794, 7.879, -4.252], [0.969, 6.538, -4.406], [3.489, 6.114, -5.208], [4.069, 5.652, -3.626], [3.629, 7.211, -3.922], [1.384, 4.859, -3.821], [2.260, 7.281, -1.900], [1.497, 5.827, -1.343], [2.402, -8.286, -2.924], [2.835, -7.338, -1.841], [3.419, -6.023, -2.349], [2.437, -5.084, -1.918], [1.491, -5.539, -1.244], [0.572, -4.909, -0.670], [1.685, -6.881, -1.077], [2.339, -9.306, -2.546], [3.128, -8.276, -3.737], [1.475, -8.090, -3.464], [3.550, -7.804, -1.163], [3.548, -5.924, -3.427], [4.317, -5.764, -1.788], [-6.143, -3.864, -0.138], [-5.934, -2.357, -1.434], [-7.290, -1.575, -1.633], [-8.650, -2.713, -2.441], [-5.502, -2.726, -2.364], [-5.221, -1.655, -1.001], [-7.059, -0.811, -2.376], [-7.548, -1.152, -0.663], [3.775, -1.050, 3.595], [5.673, -0.318, 3.431], [6.875, -1.276, 3.564], [8.486, -0.257, 4.234], [5.789, 0.545, 4.088], [5.777, 0.101, 2.431], [7.261, -1.862, 2.730], [6.801, -1.990, 4.384], [-1.913, 1.020, 2.050], [-0.973, 0.033, 0.549], [0.197, 0.868, 0.122], [1.023, -0.144, -1.425], [-1.719, -0.365, -0.140], [-0.458, -0.802, 1.024], [0.974, 0.828, 0.885], [0.003, 1.879, -0.235], [-3.620, 3.351, -2.507], [-4.843, 4.173, -1.170], [-4.084, 5.073, -0.250], [-5.172, 6.249, 0.820], [-5.339, 3.464, -0.507], [-5.599, 4.705, -1.748], [-3.433, 5.680, -0.879], [-3.319, 4.641, 0.395], [-3.497, -3.547, 6.995], [-2.204, -2.007, 6.849], [-1.799, -1.220, 8.079], [-0.577, 0.242, 7.390], [-2.390, -1.268, 6.069], [-1.259, -2.348, 6.427], [-1.244, -1.676, 8.899], [-2.650, -0.736, 8.558]],
  "forces_ev_per_a": [[0.696, -0.925, 0.730], [0.991, 1.948, -0.030], [1.635, -2.108, 0.271], [-2.625, 1.383, -1.123], [-2.978, 2.884, -1.068], [2.113, -2.006, 2.264], [-0.120, 0.845, -1.640], [-0.678, -0.510, -0.027], [-0.098, -0.595, -0.016], [-1.011, 0.407, 0.285], [1.525, -1.044, 1.060], [0.332, 0.061, -0.496], [0.196, -0.362, -0.200], [0.236, -0.872, -0.677], [-0.839, 0.455, -0.139], [-0.189, 0.200, 0.807], [2.683, 3.469, -2.964], [-4.826, -0.734, 4.688], [2.983, -2.032, -2.324], [-0.139, -0.566, 0.124], [-0.040, 0.020, -0.033], [0.417, -0.182, 0.140], [-0.253, 0.527, 0.582], [-0.262, -0.137, 0.070], [0.022, -0.122, 0.145], [0.200, -0.001, -0.412], [0.217, 0.834, -0.762], [-1.116, 0.320, 0.312], [2.019, -1.105, -0.166], [0.137, 0.371, 0.388], [-0.335, -0.269, 0.158], [-0.045, -0.156, 0.204], [-0.281, 0.146, 0.191], [-0.589, -0.129, -0.324], [1.831, 0.386, -0.077], [0.586, -0.010, -1.022], [0.341, -0.343, 1.765], [-0.733, -0.190, -0.559], [-0.378, -0.504, 0.382], [-0.630, -0.052, -0.072], [-0.552, 0.592, -0.375], [-0.485, 0.127, -0.050], [0.407, -0.548, -0.884], [0.361, -0.210, 1.534], [0.317, -0.259, -1.271], [-0.312, 0.567, 0.607], [0.222, 0.689, -0.138], [-0.739, -0.291, 0.198], [-0.209, 0.297, -0.115], [-0.053, -0.240, 0.060], [-0.597, 0.158, 0.849], [-0.473, -0.333, 0.587], [2.062, 1.088, -0.892], [-0.177, -0.173, -0.072], [0.010, -0.691, -0.737], [0.249, -0.002, 0.050], [-0.348, 0.642, 0.005], [-0.680, -0.720, 0.228], [1.035, 1.540, 0.036], [1.588, -0.034, -0.510], [-0.483, 0.780, 0.505], [-0.713, -0.777, 0.489], [-1.467, -0.242, 0.080], [-0.137, -1.083, 0.204], [0.103, -0.462, -0.570], [0.078, 0.283, -0.255]],
  "lowdin_charge": [-0.019, -0.224, -0.128, 0.058, -0.530, 0.114, 0.065, 0.081, 0.077, 0.081, 0.162, 0.131, 0.131, -0.030, -0.293, -0.051, 0.106, -0.584, 0.090, 0.072, 0.085, 0.082, 0.096, 0.151, 0.139, 0.137, 0.540, -0.645, -0.684, 0.587, 0.052, 0.045, 0.048, 0.058, 0.520, -0.633, -0.600, 0.547, 0.034, 0.049, 0.052, 0.034, 0.532, -0.652, -0.641, 0.552, 0.057, 0.051, 0.051, 0.050, 0.578, -0.665, -0.765, 0.640, 0.062, 0.054, 0.039, 0.055, 0.554, -0.703, -0.600, 0.566, 0.036, 0.040, 0.054, 0.054],
  "charge": 0,
  "lumo_energy_ev": 0.027,
  "smiles": "C[C@H]1COC(=O)O1.C[C@H]1COC(=O)O1.BrCCBr.BrCCBr.BrCCBr.BrCCBr.BrCCBr",
  "molar_mass_g_mol": 1143.49,
  "e_above_lowest_kcal_mol": 83.67,
  "homo_lumo_gap_ev": 10.00
}



{
  "formula": "C18H32Br4ClF6KN4O5",
  "method": "ωB97M-V with the def2-TZVPD basis set",
  "symbols": ["C", "C", "O", "C", "N", "C", "N", "C", "Br", "C", "C", "Br", "N", "C", "C", "N", "C", "O", "C", "F", "F", "F", "C", "Br", "C", "C", "Br", "H", "H", "H", "H", "H", "H", "H", "H", "H", "H", "H", "H", "H", "H", "H", "H", "H", "H", "H", "H", "H", "H", "H", "H", "C", "C", "O", "C", "O", "C", "F", "F", "F", "H", "H", "H", "H", "H", "H", "O", "H", "H", "K", "Cl"],
  "xyz": [[-4.093, -3.855, 0.930], [-3.525, -2.402, 1.073], [-2.120, -2.474, 0.774], [-1.483, -1.227, 0.993], [-0.909, -0.725, -0.280], [0.174, -1.290, -0.743], [0.672, -0.767, -1.962], [2.076, -0.894, -2.169], [2.700, -2.280, -3.399], [3.004, -0.113, -1.627], [4.502, -0.230, -1.887], [2.437, 1.319, -0.441], [0.676, -2.373, 0.013], [0.856, -3.611, -0.776], [0.164, -4.803, -0.015], [1.086, -5.952, 0.097], [1.809, -2.077, 0.864], [1.639, -0.879, 1.613], [2.634, -0.673, 2.490], [2.781, -1.645, 3.382], [3.826, -0.465, 1.916], [2.324, 0.425, 3.159], [-1.620, 0.364, -0.943], [-0.492, 1.971, -1.118], [-2.296, -0.044, -2.328], [-1.985, 0.906, -3.489], [-4.247, -0.119, -2.054], [-3.235, -4.542, 0.854], [-4.665, -4.146, 1.819], [-4.662, -3.959, -0.001], [-4.024, -1.770, 0.324], [-3.728, -2.079, 2.107], [-2.264, -0.545, 1.359], [-0.732, -1.285, 1.789], [0.195, -1.180, -2.764], [5.056, 0.233, -1.053], [4.788, 0.322, -2.796], [4.838, -1.271, -1.940], [1.924, -3.842, -0.940], [0.356, -3.454, -1.743], [-0.698, -5.137, -0.609], [-0.218, -4.453, 0.952], [1.387, -6.179, -0.846], [1.888, -5.635, 0.634], [2.779, -2.041, 0.324], [1.912, -2.926, 1.569], [-2.460, 0.685, -0.321], [-1.975, -1.078, -2.520], [-0.941, 0.854, -3.831], [-2.309, 1.938, -3.305], [-2.590, 0.560, -4.348], [1.468, 6.434, 2.005], [0.746, 5.254, 1.384], [-0.671, 5.232, 1.465], [-1.457, 6.006, 0.498], [-1.049, 5.757, -0.714], [-1.552, 7.532, 0.806], [-1.659, 7.763, 2.140], [-2.671, 8.062, 0.255], [-0.520, 8.272, 0.371], [1.013, 6.731, 2.949], [2.557, 6.149, 2.182], [1.467, 7.299, 1.344], [1.058, 4.363, 1.948], [1.081, 5.096, 0.346], [-2.482, 5.666, 0.770], [-2.529, -6.873, 0.023], [-1.665, -7.006, -0.382], [-2.388, -7.101, 0.949], [3.843, 3.539, -0.099], [4.200, 6.664, 2.974]],
  "forces_ev_per_a": [[0.868, 0.490, -0.043], [-1.145, -1.694, -0.357], [0.547, 0.876, 0.296], [-1.271, -0.761, 0.880], [0.217, -0.147, 0.182], [-0.660, 0.494, 0.245], [0.638, -1.874, 0.207], [0.287, -0.294, -0.214], [-0.593, 0.691, 0.437], [0.622, 0.288, 0.059], [-0.081, 0.562, 0.802], [0.000, -2.687, -0.889], [0.572, 1.796, -0.934], [-0.831, -0.334, 0.622], [0.609, -0.116, -0.971], [-0.684, 0.683, 0.244], [1.234, -1.346, 0.789], [-0.567, -0.935, -0.866], [0.092, 1.421, 1.293], [0.018, -0.660, -0.155], [0.120, -0.369, -0.402], [-0.083, 0.276, -0.039], [-0.720, 1.107, -1.140], [-1.560, 0.178, 0.332], [0.911, 0.326, 0.594], [-0.851, -0.698, -0.918], [0.502, -0.094, -0.092], [-0.340, 0.182, 0.032], [-0.082, 0.122, -0.441], [-0.054, -0.055, 0.419], [0.209, 0.158, 0.505], [0.425, 0.306, -0.396], [0.579, 0.347, -0.492], [0.064, -0.095, -0.567], [-0.342, 0.594, 0.040], [-0.266, -0.185, -0.281], [-0.206, -0.338, 0.141], [-0.216, 0.248, -0.190], [-0.364, 0.214, -0.024], [0.348, -0.144, 0.213], [0.114, 0.268, 0.317], [0.241, -0.233, -0.185], [0.232, -0.184, 0.242], [0.124, -0.420, -0.141], [-0.521, 0.221, -0.101], [-0.237, 0.285, -0.261], [0.649, -0.155, 0.229], [-0.372, 0.269, -0.240], [-0.225, 0.186, 0.464], [0.348, -0.314, 0.190], [0.232, 0.090, 0.321], [0.321, -0.519, -0.671], [-0.422, -0.022, 0.361], [0.136, 0.323, 0.924], [0.494, -0.836, -1.016], [-0.228, 0.215, -0.587], [0.482, -0.180, 0.610], [-0.056, 0.098, -0.003], [0.075, -0.156, -0.111], [-0.110, -0.045, -0.104], [0.078, -0.159, 0.069], [-1.925, 0.407, -0.271], [-0.048, 0.040, -0.014], [-0.103, -0.212, 0.095], [-0.126, 0.130, -0.366], [-0.106, -0.100, 0.062], [0.105, 0.066, 0.039], [-0.023, -0.157, 0.051], [-0.047, -0.047, -0.040], [1.026, 2.852, 0.906], [1.947, -0.245, 0.311]],
  "lowdin_charge": [-0.043, -0.230, -0.131, -0.111, 0.049, -0.246, 0.054, -0.683, 0.823, -0.618, -0.131, 0.747, -0.038, -0.138, -0.231, 0.001, -0.142, 0.023, -0.765, 0.195, 0.151, 0.204, -0.608, 0.843, -0.716, -0.208, 0.766, 0.051, 0.079, 0.079, 0.067, 0.127, 0.145, 0.144, 0.126, 0.074, 0.101, 0.060, 0.100, 0.113, 0.094, 0.116, 0.072, 0.066, 0.142, 0.158, 0.068, 0.079, 0.068, 0.077, 0.079, -0.193, -0.328, -0.132, -0.535, -0.190, -0.553, 0.100, 0.102, 0.121, 0.078, -0.181, 0.063, 0.094, 0.075, 0.132, -0.057, 0.018, 0.048, 0.688, -0.454],
  "charge": 0,
  "lumo_energy_ev": -2.946,
  "molar_mass_g_mol": 892.63,
  "e_above_lowest_kcal_mol": 34.72,
  "homo_lumo_gap_ev": 2.52
}